Entry 1:
21
Properties=species:S:1:pos:R:3:forces:R:3 method="wB97M-V/def2-TZVPD" largest_force_ev_per_a=5.281 multiplicity=6 total_charge=+1 energy_ev=-63803.35890 s_squared=8.77
Fe -0.3086 0.0008 -0.3663 2.50 -0.27 2.72
S 1.6734 0.1218 2.3577 4.09 0.94 3.21
O 0.8714 0.0908 3.5177 -2.62 -0.06 1.40
O 2.5034 1.2918 2.2857 -0.21 2.11 -1.17
O 2.5334 -0.9992 2.2607 0.37 -2.84 -1.42
O 0.7474 0.1838 1.1757 -3.30 -0.24 -3.53
O -1.2076 -0.0652 -2.2133 -0.25 -0.22 -0.49
H -0.8736 -0.1832 -3.1023 0.64 -0.08 -0.34
H -2.1426 0.0478 -2.3503 -0.86 0.09 0.17
O -1.9206 0.9658 0.3157 -1.43 -0.16 1.31
H -2.5386 1.6418 0.0627 -0.27 0.79 -0.80
H -2.3046 0.7098 1.1747 0.62 -0.19 0.05
O 1.3204 -1.1042 -1.0433 1.31 0.61 -1.43
H 2.1334 -0.6662 -1.4243 -1.08 -0.71 0.76
H 1.3744 -2.0362 -1.2703 0.17 -0.20 0.08
O 0.4834 1.7998 -0.9503 2.66 3.15 1.49
H 1.2484 2.1798 -0.3573 -0.88 -2.26 -0.84
H 0.1344 2.7078 -0.9483 -1.29 -0.34 -0.94
O -1.0346 -1.9192 0.2737 -0.48 -0.33 -0.51
H -1.5406 -2.2122 1.0607 0.53 0.05 -0.58
H -1.1516 -2.5562 -0.4593 -0.24 0.14 0.86


Entry 2:
15
Properties=species:S:1:pos:R:3:forces:R:3 method="wB97M-V/def2-TZVPD" largest_force_ev_per_a=3.404 multiplicity=2 total_charge=-1 energy_ev=-19186.09310 s_squared=0.75
S 3.5840 1.7825 -0.3592 0.06 -0.88 0.89
H 4.8571 2.1490 -0.1037 0.08 0.05 0.00
H 3.4635 2.6322 -1.3359 -0.13 0.81 -0.91
H 0.9537 1.3501 0.9216 -0.21 0.25 0.58
H 1.1503 2.1439 2.2089 2.25 1.62 1.34
O 0.5326 1.6496 1.7546 -2.11 -1.92 -1.86
H -2.9851 0.8707 -1.2131 -0.06 1.54 -0.63
H -3.5714 1.1685 -2.5766 0.63 1.12 1.15
O -3.1963 1.6702 -1.7899 -0.49 -2.66 -0.52
H 0.6113 -1.6258 1.3981 0.35 -0.51 -0.70
H 1.7163 -2.7091 1.4524 -0.91 0.58 -0.95
O 1.0454 -2.3101 0.8312 0.51 -0.05 1.58
H -3.0117 -2.6554 -1.0869 0.11 -0.02 0.56
H -2.1327 -3.2382 0.0349 -0.12 0.26 -0.08
O -3.0172 -2.8783 -0.1365 0.04 -0.17 -0.45


Entry 3:
15
Properties=species:S:1:pos:R:3:forces:R:3 method="wB97M-V/def2-TZVPD" largest_force_ev_per_a=4.085 smiles=O.O.O.O.O multiplicity=1 total_charge=0 energy_ev=-10399.15113
O 49.3920 31.2550 29.7280 0.70 -0.38 0.86
H 48.8800 31.9810 30.0800 -0.20 0.38 0.34
H 49.5600 30.6430 30.4740 -0.13 0.50 -0.47
O 48.8590 27.5100 27.4000 0.38 -2.30 -0.28
H 49.7690 27.4610 27.1330 0.71 -0.64 -0.19
H 48.7420 28.4280 27.4040 -1.00 2.53 0.49
O 45.7560 29.5980 29.2160 0.66 -0.78 -2.07
H 46.5610 29.7560 28.6240 -0.51 0.58 1.41
H 45.4450 28.9170 28.5830 -0.74 0.12 1.02
O 48.0370 29.9480 28.0470 1.98 3.57 0.06
H 48.2630 30.6820 27.3980 -0.71 -1.56 -0.01
H 48.5220 30.5180 28.8150 -1.11 -2.06 -1.18
O 49.4370 30.8230 25.5230 0.30 -0.57 0.06
H 48.8450 30.2120 25.0060 1.55 0.46 0.94
H 50.2990 30.4190 25.8330 -1.89 0.14 -0.98


Entry 4:
15
Properties=species:S:1:pos:R:3:forces:R:3 method="wB97M-V/def2-TZVPD" largest_force_ev_per_a=0.987 smiles=O.O.O.O.O multiplicity=1 total_charge=0 energy_ev=-10399.94269
O -2.3753 -1.3855 1.0386 -0.08 0.07 -0.12
H -2.1546 -2.3164 1.0707 0.12 -0.29 -0.09
H -2.7805 -1.2056 1.8869 -0.11 0.18 0.22
O 2.4009 -0.0198 -0.4053 0.96 -0.21 0.03
H 1.4546 -0.1285 -0.3108 -0.85 -0.12 -0.09
H 2.5038 0.8366 -0.8204 0.11 0.19 -0.02
O -0.2552 0.0070 -0.1830 0.08 0.24 0.18
H -0.5235 0.2324 -1.0738 0.00 -0.30 -0.54
H -1.0375 -0.3768 0.2132 -0.33 -0.32 0.52
O 1.7713 0.5707 2.3718 -0.10 0.20 0.54
H 1.2847 -0.0532 2.9106 -0.10 -0.06 0.18
H 1.9533 0.0963 1.5606 0.34 0.01 -0.57
O -0.4851 0.9610 -2.7132 0.10 -0.04 -0.07
H -1.1107 1.0876 -3.4265 -0.17 -0.07 -0.25
H -0.6464 1.6943 -2.1195 0.03 0.54 0.06


Entry 5:
15
Properties=species:S:1:pos:R:3:forces:R:3 method="wB97M-V/def2-TZVPD" largest_force_ev_per_a=2.246 smiles=O.O.O.O.O multiplicity=1 total_charge=0 energy_ev=-10398.79490
H 0.1091 -0.8842 0.0274 0.14 0.02 0.39
H 0.4474 -0.8256 1.5080 0.07 0.02 -0.17
H 3.5144 1.3556 0.9822 -0.15 0.02 -0.09
H 4.1018 1.0886 -0.3940 -0.07 0.09 0.04
H -2.8841 -0.1834 0.0646 0.12 -0.02 0.16
H -4.3257 -0.6396 -0.0896 0.03 -0.12 0.05
H 1.4825 -3.0705 -0.7155 0.21 -0.19 -0.06
H 1.8018 -1.5993 -0.9240 0.13 0.06 0.23
H -2.9124 2.2435 -0.1074 0.03 0.19 0.05
H -1.6758 2.0255 -0.9638 0.14 0.11 0.05
O 0.6667 -0.4198 0.6617 -1.10 1.82 0.72
O 3.5178 1.6921 0.0790 0.22 -0.10 -0.01
O -3.4650 -0.9350 0.2278 -0.07 0.17 -0.16
O 1.5818 -2.2393 -0.2378 0.54 -1.78 -1.08
O -1.9600 2.3914 -0.1186 -0.24 -0.29 -0.12


Entry 6:
15
Properties=species:S:1:pos:R:3:forces:R:3 method="wB97M-V/def2-TZVPD" largest_force_ev_per_a=0.863 smiles=O.O.O.O.O multiplicity=1 total_charge=0 energy_ev=-10399.86312
O -2.8121 -2.1216 0.2042 -0.43 -0.04 0.11
H -1.9577 -1.6977 0.2849 0.48 0.24 -0.08
H -2.6161 -2.9928 -0.1405 0.00 -0.18 -0.09
O 2.3371 -0.2475 -0.5355 0.18 0.03 -0.14
H 2.6054 0.2272 -1.3222 0.02 0.17 -0.42
H 3.1593 -0.5031 -0.1173 0.25 -0.24 0.20
O -2.2066 1.4823 -1.3592 0.04 0.21 -0.28
H -1.7215 0.7641 -0.9528 0.19 -0.30 0.21
H -2.9106 1.6767 -0.7405 -0.18 0.02 0.12
O 1.9156 2.1176 0.9583 0.07 0.43 0.17
H 1.9962 1.2926 0.4796 -0.03 -0.28 -0.21
H 1.7154 1.8552 1.8568 -0.07 0.09 0.25
O -0.1815 -0.7124 0.3083 -0.84 -0.14 0.16
H 0.6236 -0.4884 -0.1585 0.37 -0.07 -0.23
H 0.0534 -0.6522 1.2343 -0.04 0.05 0.24


Entry 7:
15
Properties=species:S:1:pos:R:3:forces:R:3 method="wB97M-V/def2-TZVPD" largest_force_ev_per_a=0.314 smiles=O.O.O.O.O multiplicity=1 total_charge=0 energy_ev=-10399.78153
O 1.1533 -2.2117 0.5996 0.00 -0.17 0.10
H 0.3137 -2.6826 0.6320 0.05 0.00 -0.06
H 1.8033 -2.8244 0.9641 -0.09 0.03 0.04
O -0.2259 0.3410 -0.4003 -0.27 -0.09 -0.14
H 0.2265 -0.2539 0.2105 0.11 0.15 -0.03
H -1.0439 -0.1226 -0.6202 0.04 -0.04 0.14
O 3.4230 -0.3943 0.0722 0.04 -0.15 0.02
H 3.4056 -0.0600 -0.8295 -0.04 0.03 0.04
H 2.6743 -1.0016 0.1237 -0.02 0.23 -0.12
O -3.1832 -0.4116 0.4273 0.01 0.04 -0.03
H -3.2162 0.5515 0.4191 0.01 -0.03 0.03
H -3.3445 -0.6491 1.3461 0.02 -0.01 -0.03
O -0.3558 3.3300 -0.7716 -0.08 0.19 0.02
H -0.8839 3.9348 -1.3007 -0.02 -0.10 -0.01
H -0.7462 2.4544 -0.8723 0.24 -0.08 0.05


Entry 8:
15
Properties=species:S:1:pos:R:3:forces:R:3 method="wB97M-V/def2-TZVPD" largest_force_ev_per_a=7.335 multiplicity=1 total_charge=0 energy_ev=-10386.73099
H 0.7778 0.2843 -0.5239 1.28 3.00 -2.42
H 1.1180 2.5673 -1.8140 -0.68 -3.78 2.52
H 2.0130 -1.3816 0.2269 2.85 3.61 -1.29
H 2.6945 0.2519 0.7776 -0.19 -4.25 -4.52
H -0.1991 -1.4493 1.5566 1.49 2.41 -3.05
H -0.0222 0.0449 0.7361 -0.53 -1.46 1.13
H -2.5213 1.3135 0.2733 5.14 0.12 2.64
H -1.0285 1.9298 -0.1167 -0.55 -1.85 3.11
H -2.3199 -2.7825 -0.7430 0.58 5.53 0.06
H -0.9112 -1.2321 -0.4653 -5.31 0.11 -0.71
O 0.6440 1.3227 -0.6107 0.47 1.56 -1.52
O 2.6859 -0.5873 -0.1696 -1.87 0.61 5.56
O 0.2840 -0.9270 0.7431 -2.44 -1.28 2.93
O -1.4066 1.4382 0.7616 -4.78 1.40 -5.19
O -2.1574 -1.1899 -0.7128 4.53 -5.72 0.75